84
Properties=species:S:1:pos:R:3:mulliken_charge:R:1 method="wB97M-V/def2-TZVPD" charge=-1 total_energy_ev=-107021.7198 orbital_gap_ev="6.26 / 6.26" homo_ev="-5.40 / -5.40"
Au 0.66883 0.10768 0.39940 1.26
N -3.73315 -4.98388 8.43532 -0.55
C -3.25089 -4.40078 7.56909 -0.08
C -2.64588 -3.66166 6.47374 0.62
C -1.64111 -4.24582 5.70716 -0.88
C -1.08712 -3.54476 4.64905 -0.04
C -1.51833 -2.25486 4.35178 -1.21
C -2.51002 -1.67228 5.13372 -0.04
C -3.07960 -2.37165 6.18637 -0.97
C -0.93121 -1.50992 3.19300 1.13
C -0.19438 -0.38281 3.50472 0.47
C 0.13608 0.09235 4.81565 -0.49
C 0.90514 1.21325 4.64998 -1.45
C 1.03644 1.39794 3.24359 -0.32
N 0.38438 0.46855 2.56761 0.42
C -1.19264 -2.04367 1.91690 0.06
C -2.07236 -3.12013 1.63145 -0.43
C -2.04297 -3.32271 0.26736 -2.02
C -1.15137 -2.35874 -0.24827 -0.62
N -0.64959 -1.59536 0.71073 -0.01
H -1.30260 -5.24584 5.94163 0.44
H -0.30731 -3.99115 4.04424 0.51
H -2.84002 -0.66519 4.90447 0.52
H -3.86172 -1.92476 6.78747 0.43
H -0.15456 -0.37331 5.74552 0.53
H 1.34422 1.83591 5.41585 0.45
H 1.59191 2.17024 2.72468 0.58
H -2.66308 -3.66037 2.35664 0.56
H -2.58803 -4.05745 -0.30689 0.43
H -0.84714 -2.21635 -1.27053 0.76
C -1.68672 4.66541 0.47499 -0.99
S -0.87151 3.18696 1.08365 0.12
C -2.29084 2.37798 1.84113 -0.54
H -2.10249 5.24267 1.30376 0.40
H -2.47607 4.40553 -0.23473 0.28
H -0.93031 5.25994 -0.03630 0.33
H -3.05843 2.16459 1.09240 0.35
H -2.71053 2.99557 2.63716 0.41
H -1.92815 1.44002 2.26239 -0.16
C 1.90530 2.44405 -4.49993 -1.12
Si 1.98980 2.22317 -2.63945 0.24
C 1.21680 3.75359 -1.88554 -0.89
C 3.77020 2.24470 -2.15104 -0.48
Si 0.76202 0.30398 -1.99839 0.07
Si -1.44000 0.65440 -2.85298 0.31
C -1.46995 0.75391 -4.72675 -1.08
C -2.76112 -0.61537 -2.45342 -1.26
C -2.16633 2.26071 -2.22121 -0.66
Si 1.75894 -1.57074 -3.04335 0.36
C 0.95719 -3.22286 -2.66213 -1.05
C 1.62897 -1.37059 -4.90388 -0.99
C 3.54321 -1.73199 -2.56310 -1.00
H 2.44129 3.36262 -4.77223 0.40
H 0.87593 2.53815 -4.85194 0.21
H 2.37028 1.61159 -5.03763 0.28
H 1.82867 4.63095 -2.13642 0.51
H 1.18254 3.65834 -0.79489 0.03
H 0.19930 3.93012 -2.24296 0.28
H 4.24443 3.13108 -2.58981 0.33
H 4.32430 1.35926 -2.47837 0.34
H 3.89027 2.30557 -1.06464 -0.29
H -1.06535 -0.15022 -5.19366 0.22
H -0.90112 1.60380 -5.10916 0.32
H -2.51181 0.86909 -5.05074 0.38
H -2.55191 -1.59913 -2.89229 0.31
H -3.70599 -0.25038 -2.87280 0.51
H -2.89476 -0.75031 -1.37820 0.29
H -1.71967 3.13062 -2.71213 0.41
H -1.98988 2.36208 -1.14526 -0.44
H -3.24779 2.27984 -2.41187 0.50
H -0.06713 -3.30137 -3.04844 0.32
H 0.93059 -3.41582 -1.58458 0.21
H 1.55909 -4.01113 -3.13047 0.47
H 0.58495 -1.32639 -5.23034 0.22
H 2.10621 -2.22566 -5.39945 0.39
H 2.12593 -0.45865 -5.25013 0.23
H 3.63583 -1.84753 -1.47725 0.22
H 4.14252 -0.85293 -2.82394 0.29
H 3.99007 -2.61083 -3.04512 0.44
O 5.57495 0.40782 -0.86139 -0.51
S 5.20276 0.98536 0.40492 0.98
O 5.67679 0.28648 1.57666 -0.60
O 5.20701 2.42496 0.47929 -0.62
S 3.11979 0.37449 0.80059 -0.38

***

22
Properties=species:S:1:pos:R:3:mulliken_charge:R:1 method="wB97M-V/def2-TZVPD" total_energy_ev=-13045.5889 orbital_gap_ev=8.45 homo_ev=-7.45 smiles=C[C@@H]1ON(C)c2ccccc21
C 1.27308 2.04897 -0.29790 -1.33
C 0.96583 1.20511 0.91210 0.18
O 1.84455 -0.11102 0.70917 -0.44
N 0.97088 -1.14085 0.17319 0.26
C 1.38273 -2.43027 0.38923 -1.05
C -0.30216 -0.75759 0.34286 0.31
C -1.41972 -1.51948 0.11081 -0.47
C -2.62900 -0.88556 0.17327 -0.30
C -2.74904 0.43449 0.38665 -0.69
C -1.66093 1.26127 0.69935 -0.58
C -0.40058 0.60853 0.70527 0.44
H 0.73853 2.99975 -0.20548 0.37
H 1.05924 1.48956 -1.19965 0.33
H 2.27752 2.25960 -0.25794 0.42
H 1.30735 1.78752 1.73099 0.36
H 2.55850 -2.44963 0.77346 0.27
H 0.72782 -2.94607 1.07622 0.35
H 1.32646 -3.00795 -0.53241 0.37
H -1.35260 -2.62054 0.04628 0.34
H -3.61430 -1.53012 0.04962 0.22
H -3.72987 0.81130 0.60500 0.33
H -1.60402 2.36711 0.77314 0.34

***

24
Properties=species:S:1:pos:R:3:mulliken_charge:R:1 method="wB97M-V/def2-TZVPD" charge=-1 total_energy_ev=-20117.0430 orbital_gap_ev="3.29 / 3.29" homo_ev="-0.87 / -0.87"
C 0.06086 -0.38994 -3.43522 -0.35
C -0.83910 -1.19538 -4.19140 -0.81
C -0.38083 -2.53694 -4.12869 -0.37
C 0.83381 -2.57100 -3.38896 -0.73
C 1.10753 -1.25401 -2.93672 -0.39
Sr 0.84986 1.15744 -0.19587 -0.33
P -0.61536 3.50067 -0.77768 -0.18
H -0.00552 0.70228 -3.30946 0.30
H -1.73282 -0.82885 -4.66046 0.38
H -0.91094 -3.40213 -4.52649 0.37
H 2.00944 -0.95857 -2.37173 0.32
H 1.43188 -3.43927 -3.14661 0.37
H -1.67693 3.97469 0.06738 0.09
H -1.14029 3.99856 -2.01353 0.06
H 0.30783 4.59222 -0.53328 0.10
C -0.64746 -0.45660 5.05493 -1.06
C 0.64795 0.11568 4.45353 -0.45
C 0.63560 0.07569 3.02747 0.30
N 0.66052 0.01568 1.85630 -0.14
H -1.52622 -0.09198 4.51425 0.34
H -0.73706 -0.17671 6.10610 0.31
H -0.65838 -1.54725 4.97120 0.31
H 0.79410 1.16825 4.76539 0.32
H 1.53153 -0.45253 4.79955 0.25

***

17
Properties=species:S:1:pos:R:3:mulliken_charge:R:1 method="wB97M-V/def2-TZVPD" total_energy_ev=-31741.9561 orbital_gap_ev=9.06 homo_ev=-8.53 smiles="C=[S@@](C)(=O)O.C=CCl"
C 0.09892 0.26264 0.18679 -1.11
S 1.27422 -1.01876 0.30016 0.96
C 2.85505 -1.18905 -0.67851 -1.06
O 1.58540 -1.25228 1.69181 -0.59
O 0.57242 -2.41544 -0.35021 -0.49
H 0.27778 0.84608 -0.60061 0.44
H 0.21935 0.94753 1.03732 0.41
H 3.40577 -1.96179 -0.16830 0.36
H 2.55963 -1.55667 -1.57897 0.41
H 3.35137 -0.24617 -0.52738 0.33
H -0.23625 -2.43377 0.15730 0.35
C -2.95018 1.62564 -0.60145 -0.56
C -2.57504 1.53063 0.64669 -0.26
Cl -1.98761 2.91782 1.62147 -0.19
H -3.08169 0.74801 -1.15807 0.29
H -2.93830 2.62551 -1.00554 0.26
H -2.43083 0.57007 1.02750 0.46

***

12
Properties=species:S:1:pos:R:3:mulliken_charge:R:1 method="wB97M-V/def2-TZVPD" total_energy_ev=-7327.7242 orbital_gap_ev=9.27 homo_ev=-8.19 smiles=Cc1ccco1
C -1.87812 -0.10261 -0.00909 -0.82
C -0.45102 0.00052 0.06184 0.45
C 0.52420 1.02397 0.00313 -0.41
C 1.78835 0.38419 -0.03371 -0.20
C 1.52425 -0.99879 -0.01696 -0.52
O 0.12267 -1.16000 0.03959 -0.31
H -2.12697 -1.07346 -0.74110 0.24
H -2.34035 0.96849 -0.44511 0.24
H -2.42889 -0.31238 1.00874 0.21
H 0.43530 2.11852 -0.01725 0.35
H 2.71839 1.01113 0.18776 0.28
H 2.11219 -1.85959 -0.03784 0.47

***

22
Properties=species:S:1:pos:R:3:mulliken_charge:R:1 method="wB97M-V/def2-TZVPD" charge=-1 total_energy_ev=-10996.0068 orbital_gap_ev=6.90 homo_ev=-3.02
C -0.67386 -0.24112 1.87766 -0.84
C 0.70998 -0.85475 2.07109 0.50
C 1.87313 -0.08329 1.41824 -1.12
O 0.54137 -2.21568 1.42438 -0.58
H -1.42240 -0.92119 2.24560 0.39
H -0.84146 -0.16460 0.79765 -0.07
H -0.69467 0.72489 2.41016 0.33
H 0.95834 -1.01645 3.16127 0.19
H 2.13839 0.79856 2.01285 0.31
H 1.44012 0.29912 0.47485 0.24
H 2.72717 -0.70567 1.32473 0.43
H 1.37732 -2.63208 1.18779 0.27
C -0.99060 -0.19813 -2.83458 -0.65
N -0.91647 1.28312 -2.59812 -0.61
C -0.84409 1.49464 -1.11077 -0.51
O 0.13166 0.74970 -0.56377 -0.75
H -0.38997 -0.75070 -2.02512 0.19
H -0.46744 -0.50291 -3.78030 0.33
H -2.06960 -0.46737 -2.86231 0.19
H -0.00822 1.62601 -2.91733 0.30
H -1.86688 1.16828 -0.70173 0.24
H -0.71185 2.60962 -1.01225 0.23

***

108
Properties=species:S:1:pos:R:3:mulliken_charge:R:1 method="wB97M-V/def2-TZVPD" total_energy_ev=-84813.0083 orbital_gap_ev=7.33 homo_ev=-9.19 smiles="O=[N+]([O-])c1ccccc1.O=[N+]([O-])c1ccccc1.O=[N+]([O-])c1ccccc1.O=[N+]([O-])c1ccccc1.O=[N+]([O-])c1ccccc1.O=[N+]([O-])c1ccccc1.CN(C)C=O.CN(C)C=O"
O 1.48709 4.21482 3.66139 -0.50
N 2.19809 4.86182 2.89339 1.00
O 3.17509 5.50582 3.18639 -0.60
C 1.60609 4.90582 1.56639 0.01
C 1.73009 6.18382 0.70539 -0.64
C 0.81609 6.31682 -0.50661 -0.52
C 0.26109 5.05982 -1.11361 -0.13
C 0.43109 3.83182 -0.46161 0.05
C 1.07109 3.62682 0.88939 -1.10
H 2.35609 7.02082 0.98039 0.48
H 0.87509 7.35382 -1.03361 0.28
H -0.47091 5.33382 -1.97061 0.32
H 0.15309 2.73982 -0.94061 -0.04
H 1.22909 2.77082 1.29439 1.35
O -4.23491 -1.98018 3.91639 -0.57
N -3.32091 -2.86618 3.53639 0.85
O -2.90991 -2.91018 2.45339 -0.33
C -2.52891 -3.56918 4.51039 0.10
C -2.62991 -3.42718 6.05639 -0.62
C -1.67691 -4.20318 7.06139 -0.63
C -0.57191 -4.98918 6.38139 -0.29
C -0.51591 -5.15218 5.01039 -0.73
C -1.36391 -4.49518 4.06239 0.07
H -3.28191 -2.89718 6.64539 0.49
H -1.92491 -4.11618 8.05739 0.51
H 0.11409 -5.36518 7.16039 0.37
H 0.28109 -5.83018 4.80739 0.42
H -1.13191 -4.58618 2.98539 0.40
O -3.58591 0.03182 -0.23861 -0.54
N -3.12691 1.27282 -0.17861 0.94
O -2.84691 1.92982 -1.21361 -0.53
C -2.76491 1.86682 1.14039 -0.45
C -2.86691 0.96682 2.57439 -0.20
C -2.63091 1.74582 3.73139 -0.77
C -1.88491 3.06682 3.73639 -0.11
C -1.55791 3.80082 2.57039 -0.54
C -2.08391 3.22982 1.22039 -0.54
H -3.06991 -0.14118 2.57739 0.49
H -2.84291 1.24882 4.63439 0.50
H -1.52791 3.56682 4.70139 0.29
H -1.04791 4.72682 2.70339 0.56
H -2.06591 3.85982 0.40339 0.91
O 6.33709 0.09582 -4.37761 -0.55
N 6.18509 1.03982 -5.15461 0.88
O 6.79409 1.12882 -6.26261 -0.57
C 5.19409 2.05682 -4.81161 0.22
C 4.71509 2.96082 -5.96161 -0.38
C 3.68609 4.07182 -5.59461 -0.76
C 3.04409 4.03182 -4.21561 -0.25
C 3.49409 3.15082 -3.23061 0.14
C 4.61109 2.20782 -3.40461 -0.82
H 4.99209 3.00982 -6.93561 0.54
H 3.51309 4.78282 -6.40961 0.45
H 2.23309 4.76882 -4.18061 0.42
H 2.82109 3.07382 -2.23261 0.10
H 5.14209 1.60182 -2.75861 0.55
O -1.50191 -1.22118 -4.54761 -0.54
N -0.44691 -0.54618 -4.98961 0.97
O 0.61409 -1.09018 -5.38161 -0.55
C -0.57291 0.80482 -5.37261 -0.29
C 0.64109 1.69082 -5.89361 -0.49
C 0.39309 3.06882 -6.46061 -0.41
C -0.82591 3.80982 -6.13861 -0.24
C -1.85991 3.11182 -5.36561 -0.37
C -1.79491 1.68682 -4.87161 -0.21
H 1.50609 1.15682 -6.01061 0.72
H 1.16109 3.42082 -7.22961 0.37
H -1.13091 4.89682 -6.35561 0.31
H -2.83491 3.67382 -5.05561 0.28
H -2.68291 1.18782 -4.47261 0.48
O -0.48891 -7.09018 -3.50061 -0.53
N -1.39691 -7.47818 -2.78561 0.86
O -1.58491 -8.67518 -2.38961 -0.54
C -2.26791 -6.48918 -2.04461 0.24
C -3.44991 -7.02218 -1.42061 -0.58
C -4.26691 -6.03418 -0.57061 -0.36
C -3.99791 -4.63018 -0.38961 -0.75
C -2.83091 -4.06118 -1.07961 -0.45
C -1.83491 -5.01218 -1.88361 -0.24
H -3.69391 -8.10018 -1.53661 0.39
H -5.12491 -6.35518 -0.00361 0.36
H -4.76591 -3.99418 -0.00761 0.52
H -2.64791 -3.11418 -1.09361 0.78
H -0.91391 -4.45518 -2.49361 0.27
C -0.23191 -1.25118 0.75439 -0.63
N 0.56609 -0.57418 -0.19361 0.41
C 0.11809 -0.84918 -1.57961 -0.47
C 1.60109 0.29082 0.11739 0.00
O 2.30109 0.85882 -0.77361 -0.66
H -1.30691 -1.47118 0.84639 0.20
H -0.23791 -0.54318 1.60539 0.11
H 0.03709 -2.32418 0.97739 0.21
H 0.00009 0.09082 -2.42861 -0.10
H -0.93491 -1.37318 -1.63261 -0.04
H 0.91009 -1.54518 -1.82361 0.55
H 1.70409 0.46282 1.19739 0.44
C 2.54309 -2.63418 5.26839 -0.84
N 2.16709 -1.32418 4.71639 0.18
C 0.68209 -0.92118 4.69839 -0.51
C 3.05109 -0.59718 4.20039 -0.02
O 2.78409 0.43182 3.36139 -0.62
H 2.32409 -2.73718 6.53439 0.23
H 3.51609 -2.82918 5.31939 0.45
H 1.96509 -3.53518 4.96539 0.18
H 0.17809 -0.87818 5.74239 0.26
H 0.39009 -1.60318 3.93139 0.20
H 0.43809 0.13582 4.29939 0.09
H 3.95609 -0.91318 4.61439 0.37

***

19
Properties=species:S:1:pos:R:3:lowdin_spin:R:1 method="wB97M-V/def2-TZVPD" charge=+1 total_energy_ev=-9463.5885 orbital_gap_ev="9.60 / 5.43" multiplicity=2 homo_ev="-14.13 / -13.92" s2=0.76
C -1.55478 -0.22895 -1.34221 0.01
C -1.43727 0.22632 -2.58639 0.06
C -1.68720 0.68175 -0.18670 0.10
C -1.01901 0.45168 1.06824 0.25
C -0.26987 -0.67835 1.37359 0.43
H -1.58356 -1.30876 -1.19260 0.00
H -1.72491 -0.26115 -3.50569 0.00
H -1.23906 1.29313 -2.71221 0.00
H -1.57979 1.71830 -0.53963 0.03
H -2.75885 0.91729 0.02586 0.06
H -1.03039 1.29041 1.76928 0.01
H 0.47825 -0.56020 2.15019 0.02
H -0.37741 -1.56328 0.76712 0.02
H 2.53247 2.17300 2.52541 0.00
H 3.98184 2.27567 2.12018 0.00
O 3.36252 1.68586 2.56446 0.00
H 1.64646 -2.02321 -1.98202 0.00
H 0.88503 -3.03656 -1.13915 0.00
O 1.14600 -2.09804 -1.16096 0.01